Density functional theory data (the ωB97M-V functional and the def2-TZVPD basis) for a molecular structure, C31H53Br3ClFIKMgN6O10.

Last column: Löwdin charge in e.
Atoms and positions in Å:
C: 7.4832 -3.9213 5.0277  0.195
C: 7.5080 -4.1721 3.6766  0.136
C: 6.3875 -3.6451 2.7534  -0.504
O: 5.6631 -4.4159 2.2551  0.229
O: 6.3195 -2.3117 2.6408  -0.024
C: 6.1399 -1.8878 1.2507  -0.130
C: 6.3679 -0.3490 1.2486  -0.154
C: 5.6906 0.3386 0.0339  -0.195
C: 5.5420 1.8869 0.2020  -0.165
C: 4.2037 2.1592 0.9900  -0.161
C: 3.0106 2.0171 0.0226  -0.181
N: 1.6674 2.3596 0.5528  -0.010
C: 1.5779 2.9657 1.9040  -0.127
C: 1.6551 1.8837 3.0458  -0.266
C: 0.9544 2.4379 4.3400  -0.502
Cl: 2.2043 2.5330 5.6793  0.514
C: 0.5260 2.1743 -0.0503  -0.390
N: -0.7203 2.4174 0.3878  0.070
C: -1.7279 2.0603 -0.5488  -0.379
C: -3.2746 2.1684 -0.3091  -0.134
C: -3.6353 1.0369 0.7552  -0.155
C: -4.9667 0.2928 0.4110  -0.144
C: -4.9721 -1.2135 0.8477  -0.176
N: -5.0452 -2.1424 -0.3012  -0.127
C: -3.7201 -2.7212 -0.6080  -0.081
C: -5.9138 -3.2930 -0.0309  -0.491
C: -5.8217 -4.1103 1.2820  0.007
O: -6.6883 -3.6053 -0.8583  0.155
N: -1.0023 1.6176 -1.6168  -0.120
C: -1.8033 1.2044 -2.8012  -0.125
C: -2.5793 -0.1976 -2.6220  -0.208
C: -3.4366 -0.3423 -3.9781  -0.147
C: -4.9651 -0.1291 -3.7608  -0.141
C: -5.8048 -1.1007 -4.6439  -0.177
O: -6.8211 -0.4050 -5.3995  -0.037
C: -8.0730 -0.6042 -4.8576  -0.528
C: -8.4241 0.0283 -3.4770  0.029
O: -8.9179 -1.1979 -5.4007  0.179
N: 0.3270 1.6591 -1.3398  -0.372
I: 1.5628 0.9867 -2.8206  1.164
H: 8.2857 -3.3507 5.5409  0.133
H: 6.6048 -4.2501 5.6768  0.086
H: 8.3622 -4.7325 3.2546  0.162
H: 6.8299 -2.4336 0.5830  0.146
H: 5.0974 -2.1241 0.9513  0.119
H: 7.4615 -0.1991 1.1630  0.130
H: 6.0121 0.0184 2.2306  0.089
H: 4.7352 -0.1850 -0.1839  0.092
H: 6.3373 0.1679 -0.8555  0.124
H: 6.3667 2.2106 0.8690  0.076
H: 5.5777 2.4269 -0.7620  0.120
H: 4.1456 1.3430 1.7393  0.096
H: 4.3126 3.1522 1.4592  0.116
H: 3.1728 2.6186 -0.8983  0.103
H: 2.9749 0.9449 -0.2669  0.068
H: 2.3159 3.7755 2.0529  0.139
H: 0.6060 3.4735 2.0660  0.103
H: 2.7168 1.7568 3.3118  0.023
H: 1.2050 0.9287 2.6922  0.020
H: 0.1873 1.7459 4.7245  0.075
H: 0.5794 3.4667 4.2244  0.070
H: -3.5670 3.1737 0.0288  0.050
H: -3.8471 1.9072 -1.2198  0.108
H: -3.6442 1.4285 1.7863  0.128
H: -2.8172 0.2887 0.6938  0.100
H: -5.1814 0.4142 -0.6654  0.087
H: -5.7905 0.7697 0.9809  0.125
H: -4.0835 -1.4783 1.4715  0.123
H: -5.8552 -1.4098 1.4887  0.132
H: -2.9240 -1.9531 -0.6329  0.056
H: -3.4403 -3.4647 0.1771  0.100
H: -3.7707 -3.2826 -1.5658  0.108
H: -5.5744 -5.1506 1.0025  0.100
H: -5.0221 -3.7198 1.9419  0.073
H: -6.7808 -4.1064 1.8252  0.100
H: -1.2887 1.2227 -3.7752  0.104
H: -2.6234 1.9490 -2.8911  0.131
H: -1.8854 -1.0945 -2.5850  -0.155
H: -3.3111 -0.1575 -1.8007  0.076
H: -3.2767 -1.3113 -4.4921  0.117
H: -3.1140 0.4381 -4.6991  0.118
H: -5.3194 -0.2507 -2.7192  0.079
H: -5.2415 0.8920 -4.0955  0.135
H: -5.1759 -1.6690 -5.3413  0.114
H: -6.3511 -1.8552 -4.0333  0.139
H: -8.4790 1.1276 -3.6197  0.095
H: -9.3863 -0.3523 -3.1097  0.093
H: -7.6010 -0.2095 -2.7752  0.059
C: 2.8815 -1.8641 4.2059  -1.571
Br: 1.9254 -1.4963 2.5605  0.593
Br: 4.1253 -0.4513 4.6232  0.639
Br: 1.6720 -2.2139 5.6617  0.640
H: 3.4611 -2.7664 4.0470  -0.031
C: -3.8556 -0.7181 -7.9968  -0.783
O: -4.5630 -0.8898 -9.0066  0.093
O: -4.5823 -0.3218 -6.8907  0.023
O: -2.6326 -0.8525 -7.8480  0.045
H: -5.4328 -0.3326 -7.3734  0.115
F: 6.0430 -5.8553 5.7445  -0.426
K: -0.6685 -1.9711 -2.8177  0.933
Mg: -1.6410 4.3044 -0.5631  0.752
C: 8.5598 4.8353 3.2595  0.061
N: 8.0176 3.6091 2.6118  -0.423
O: 6.9126 3.6803 2.0923  0.030
O: 8.7107 2.6164 2.6425  0.086
H: 7.8344 5.6350 3.1528  0.098
H: 8.7298 4.6032 4.3077  0.107
H: 9.4903 5.0863 2.7566  0.109

Values from the calculation:
Largest force on an atom: 8.1 eV/A
Net charge: +2
HOMO energy: -10.87 eV
DFT total energy: -317624.5175 eV
Multiplicity: 1
M: 1154.27 g/mol
Gap between HOMO and LUMO: 0.910 eV